{"formula": "H18IO9", "method": "ωB97M-V/def2-TZVPD", "symbols": ["I", "O", "H", "H", "O", "H", "H", "O", "H", "H", "O", "H", "H", "O", "H", "H", "O", "H", "H", "O", "H", "H", "O", "H", "H", "O", "H", "H"], "positions_angstrom": [[-0.3667, -0.1544, -0.0993], [2.9473, -1.1104, 1.0147], [2.2593, -1.1034, 0.3987], [3.6753, -1.4544, 0.4797], [-0.1967, -2.9834, -2.5463], [-0.3187, -3.7844, -2.0173], [-0.0427, -2.2764, -1.9503], [3.0313, 1.5066, -0.2473], [2.4573, 0.7726, -0.2633], [3.8393, 1.1186, -0.5873], [1.1093, 2.3246, -2.0103], [1.8633, 2.1936, -1.3533], [0.3053, 1.9466, -1.6353], [-0.7227, -3.5454, 1.2507], [-0.9287, -3.5384, 2.2047], [-0.5147, -2.6424, 1.1157], [-1.7077, 1.8356, 2.7167], [-2.2877, 1.4356, 3.3187], [-1.6027, 1.0536, 2.1887], [-3.2217, 1.6116, -0.6383], [-3.3517, 2.3376, 0.0127], [-2.3307, 1.3356, -0.6833], [-2.9087, -0.5374, -2.7463], [-2.3918, -0.8034, -1.9683], [-2.5727, 0.3346, -2.9543], [1.4793, 1.3826, 2.7067], [1.1233, 0.6736, 2.1987], [1.3773, 2.0696, 2.0937]], "forces_ev_per_a": [[0.273, -0.388, 0.198], [2.257, -0.366, 1.033], [-2.415, -0.054, -1.353], [0.078, -0.032, 0.379], [-0.151, -1.609, -1.134], [0.028, 0.482, 0.030], [0.130, 1.122, 1.144], [1.339, 1.441, -0.172], [-1.505, -1.433, 0.402], [0.352, 0.215, -0.014], [1.092, 0.346, 0.361], [-1.525, 0.161, -1.034], [0.368, -0.090, 0.208], [-0.505, -1.504, 1.311], [0.082, -0.313, -0.635], [0.417, 1.784, -0.746], [0.542, 0.737, -0.708], [-1.536, -0.182, 2.037], [0.882, -0.459, -1.410], [-2.719, 1.398, 0.341], [0.782, -0.963, -0.673], [1.707, -0.197, 0.462], [0.042, -0.402, 0.090], [-0.147, 0.054, -0.265], [0.018, 0.232, 0.016], [0.614, -0.601, 1.729], [-0.409, -1.309, -0.413], [-0.091, 1.927, -1.182]], "lowdin_charge": [0.50, -0.06, -0.11, 0.05, -0.08, 0.03, -0.11, -0.05, -0.07, 0.06, -0.17, 0.00, -0.10, -0.10, 0.04, -0.13, -0.06, 0.00, -0.08, -0.12, 0.05, -0.18, -0.10, -0.06, 0.01, -0.06, -0.09, -0.01], "homo_energy_ev": -5.9985, "energy_ev": -26823.707, "total_charge": -1, "e_above_lowest_ev": 1.069}